Entry 1:
{
  "formula": "C22H23Br6N5O10",
  "method": "the ωB97M-V functional and the def2-TZVPD basis",
  "species": ["C", "N", "O", "O", "H", "H", "H", "C", "N", "O", "O", "H", "H", "H", "C", "C", "C", "C", "C", "C", "N", "O", "O", "H", "H", "H", "H", "H", "C", "C", "C", "C", "C", "C", "N", "O", "O", "H", "H", "H", "H", "H", "C", "C", "C", "C", "C", "C", "N", "O", "O", "H", "H", "H", "H", "H", "C", "Br", "Br", "Br", "H", "C", "Br", "Br", "Br", "H"],
  "xyz": [[2.667, -1.348, 0.731], [1.223, -0.887, 1.071], [1.069, 0.365, 1.102], [0.372, -1.745, 1.332], [3.411, -1.129, 1.497], [2.871, -0.826, -0.204], [2.829, -2.414, 0.574], [4.475, 4.075, 5.250], [4.420, 2.689, 4.517], [4.385, 1.791, 5.329], [4.557, 2.582, 3.303], [5.311, 4.033, 5.949], [3.505, 4.293, 5.696], [4.642, 4.828, 4.480], [-5.475, 5.507, 1.985], [-4.325, 4.723, 2.104], [-3.189, 5.222, 2.688], [-3.197, 6.476, 3.362], [-4.402, 7.241, 3.204], [-5.503, 6.771, 2.538], [-2.017, 6.897, 4.103], [-1.176, 6.055, 4.331], [-1.967, 8.024, 4.576], [-6.340, 5.237, 1.398], [-4.334, 3.748, 1.641], [-2.278, 4.652, 2.790], [-4.416, 8.240, 3.616], [-6.379, 7.372, 2.345], [-1.708, -8.093, -6.161], [-1.024, -7.250, -7.010], [-0.193, -6.249, -6.444], [-0.004, -6.240, -5.061], [-0.678, -7.105, -4.274], [-1.482, -8.111, -4.789], [0.849, -5.176, -4.456], [1.312, -4.334, -5.229], [0.998, -5.140, -3.213], [-2.370, -8.876, -6.499], [-1.177, -7.375, -8.071], [0.339, -5.535, -7.055], [-0.605, -7.028, -3.199], [-1.994, -8.786, -4.120], [3.875, 1.959, -3.970], [4.083, 2.624, -2.786], [2.996, 3.227, -2.122], [1.692, 3.135, -2.701], [1.548, 2.330, -3.835], [2.615, 1.729, -4.460], [0.533, 3.821, -2.172], [0.666, 4.330, -1.048], [-0.461, 3.961, -2.887], [4.681, 1.506, -4.529], [5.102, 2.741, -2.449], [3.161, 3.850, -1.255], [0.576, 2.213, -4.291], [2.390, 1.105, -5.312], [-4.996, -3.116, 2.897], [-4.056, -4.749, 3.378], [-6.070, -2.485, 4.441], [-6.101, -3.264, 1.235], [-4.209, -2.388, 2.697], [1.644, -5.984, 4.727], [2.795, -7.100, 5.884], [2.222, -6.171, 2.810], [1.688, -4.096, 5.320], [0.620, -6.356, 4.702]],
  "forces_ev_per_a": [[-0.199, 0.043, -0.612], [0.203, 0.719, 0.980], [0.107, -3.349, -0.191], [1.386, 1.743, -0.593], [-0.617, 0.846, 0.205], [0.227, 0.085, 0.265], [-1.137, -0.080, -0.044], [-0.170, -0.047, -1.834], [0.957, 1.128, 0.759], [-0.338, -0.652, -0.570], [-0.456, 0.349, 1.436], [-0.360, -0.187, -0.047], [0.197, -0.496, 0.189], [0.157, -0.113, 0.042], [0.362, 0.055, -0.026], [-0.911, 0.076, -0.897], [0.982, 0.970, 1.984], [-2.821, -0.844, -2.328], [2.366, 0.625, 1.345], [0.059, -0.394, -0.493], [-0.140, 0.519, 1.175], [0.237, -0.315, -0.409], [-0.452, -0.153, -0.681], [0.047, -0.594, 0.062], [0.247, -0.086, 0.028], [-0.041, -0.238, -0.253], [0.017, 0.083, 0.151], [0.078, 0.289, 0.341], [0.025, -1.500, 0.782], [0.432, 1.136, 0.714], [-0.026, -0.904, -0.476], [0.166, 1.087, -1.337], [-0.416, -1.270, 2.070], [-0.019, 1.342, -0.501], [0.203, 1.139, 1.089], [-0.372, -1.107, 0.979], [-0.328, -0.415, -2.565], [-0.071, 0.108, -0.601], [0.150, 0.394, -0.080], [-0.028, -0.040, -0.049], [0.310, 0.088, 0.083], [-0.016, -0.045, -0.098], [0.468, -1.153, -0.545], [-0.789, 0.892, 0.365], [-0.783, 0.192, -0.776], [2.251, -1.367, -0.564], [-1.096, 0.596, 0.140], [-0.676, 0.265, 0.224], [-0.431, 1.638, 0.996], [-0.376, -0.790, -1.374], [1.067, -0.494, 0.818], [0.393, 0.110, 0.193], [-0.094, 0.120, 0.345], [-0.108, -0.133, 0.131], [-0.203, 0.060, 0.232], [0.358, 0.044, -0.148], [-0.431, 0.002, 0.033], [-0.419, 0.327, -0.318], [0.540, -0.277, -0.985], [0.771, -0.005, 1.226], [-0.437, -0.045, 0.039], [0.871, 0.222, -0.580], [-0.808, 0.600, -0.640], [-0.277, 0.234, 1.207], [-0.118, -1.197, -0.431], [0.329, 0.166, 0.422]],
  "de_lowest_ev": 2.1017,
  "orbital_gap_ev": 9.22,
  "max_force_ev_per_a": 3.75,
  "charge": 0
}

Entry 2:
{
  "formula": "C9H13NO2",
  "method": "the ωB97M-V functional and the def2-TZVPD basis",
  "species": ["C", "C", "C", "C", "C", "C", "C", "C", "C", "N", "O", "O", "H", "H", "H", "H", "H", "H", "H", "H", "H", "H", "H", "H", "H"],
  "xyz": [[0.459, 2.143, 2.242], [0.416, 1.407, 1.287], [1.065, -2.490, 0.662], [0.819, -1.517, 1.481], [2.646, 0.276, -0.354], [-1.101, 1.444, -1.340], [-2.063, -0.202, 0.665], [-0.984, 0.219, -0.328], [0.342, 0.380, 0.345], [3.495, 0.278, -1.486], [3.164, 0.203, 0.712], [1.373, 0.349, -0.653], [0.352, 2.863, 2.988], [0.932, -3.474, 1.020], [1.490, -2.151, -0.203], [0.410, -1.477, 2.432], [-1.422, 2.261, -0.696], [-1.940, 1.345, -2.010], [-0.207, 1.703, -1.914], [-2.296, 0.571, 1.377], [-1.914, -1.235, 1.146], [-2.967, -0.249, 0.175], [-1.035, -0.727, -0.893], [4.411, 0.670, -1.241], [2.967, 0.808, -2.170]],
  "forces_ev_per_a": [[-0.363, -0.603, -1.263], [0.548, 1.021, 1.797], [-0.347, 0.590, 2.074], [-1.494, 3.232, -2.594], [3.038, -0.025, -0.448], [-1.392, -0.390, 1.751], [0.762, 0.310, 1.295], [0.468, -1.460, -1.466], [1.984, -4.007, 0.604], [-1.639, 0.597, 0.003], [-0.387, -0.143, 2.131], [-1.640, 0.175, -0.547], [0.128, 0.578, 0.689], [0.384, -1.225, -0.142], [0.769, -0.210, -2.865], [-0.597, 0.198, 1.730], [0.411, 0.572, -0.107], [-0.217, -0.454, -0.424], [-0.103, -0.371, 0.449], [0.387, 0.192, 0.991], [0.251, 1.777, -0.673], [-2.132, -0.466, -1.567], [1.170, 0.400, -0.502], [-0.744, -0.253, -0.205], [0.754, -0.035, -0.712]],
  "de_lowest_ev": 6.4786,
  "orbital_gap_ev": 8.89,
  "max_force_ev_per_a": 4.51,
  "charge": 0
}

Entry 3:
{
  "formula": "H24O12",
  "method": "the ωB97M-V functional and the def2-TZVPD basis",
  "species": ["O", "H", "H", "O", "H", "H", "O", "H", "H", "O", "H", "H", "O", "H", "H", "O", "H", "H", "O", "H", "H", "O", "H", "H", "O", "H", "H", "O", "H", "H", "O", "H", "H", "O", "H", "H"],
  "xyz": [[0.536, 0.210, 0.607], [0.406, -0.707, 0.342], [0.515, 0.700, -0.223], [-3.677, 0.678, -1.494], [-4.124, -0.058, -1.927], [-2.844, 0.760, -1.970], [0.107, 1.901, 1.689], [-0.629, 2.391, 2.071], [0.369, 2.428, 0.926], [-3.456, 3.319, -1.708], [-2.757, 2.705, -1.963], [-3.106, 3.762, -0.927], [4.388, 1.322, 0.939], [4.687, 0.639, 0.329], [4.717, 1.031, 1.797], [1.557, 4.461, -0.371], [2.292, 4.008, 0.057], [1.765, 4.410, -1.311], [4.880, -1.097, 0.797], [4.730, -0.658, 1.642], [5.523, -1.785, 1.001], [-1.278, -2.296, 3.111], [-2.199, -2.030, 3.207], [-0.990, -1.856, 2.303], [-4.403, -0.672, 1.177], [-4.706, -0.789, 2.084], [-3.700, -0.017, 1.247], [-3.519, -2.575, -0.231], [-4.201, -2.368, 0.418], [-2.713, -2.210, 0.152], [4.103, -1.671, -2.274], [3.579, -1.339, -3.011], [3.665, -1.311, -1.494], [0.495, -3.587, -2.332], [0.782, -3.355, -1.442], [1.081, -4.309, -2.587]],
  "forces_ev_per_a": [[0.513, -2.804, -1.597], [0.272, -0.175, -0.341], [-0.043, -0.184, 0.015], [0.208, -0.304, -0.082], [0.033, -0.146, 0.178], [-0.143, -0.287, 0.009], [-0.898, 2.614, 1.568], [0.122, 0.308, 0.094], [0.029, 0.267, 0.196], [0.360, 0.482, 0.026], [-0.296, 0.225, 0.071], [-0.064, 0.038, -0.085], [-0.184, 0.819, 0.137], [0.068, 0.164, -0.039], [-0.036, 0.603, -0.154], [-0.018, -0.265, -0.081], [0.061, 0.034, 0.085], [-0.035, 0.072, 0.064], [0.317, -0.905, 0.303], [-0.239, -0.508, -0.107], [-0.008, -0.093, -0.252], [-0.126, 0.083, -0.149], [0.086, -0.083, 0.021], [0.061, 0.051, 0.151], [-0.265, 0.406, 0.994], [-0.151, 0.143, 0.015], [-0.054, 0.108, -0.347], [0.354, -0.817, -0.429], [0.287, 0.225, -0.256], [-0.279, -0.061, -0.080], [-0.193, 0.128, -0.039], [0.070, -0.100, 0.004], [0.143, -0.058, 0.112], [0.126, 0.029, 0.108], [-0.027, -0.076, -0.097], [-0.053, 0.067, -0.017]],
  "smiles": "O.O.O.O.O.O.O.O.O.O.O.O",
  "de_lowest_ev": 4.6986,
  "orbital_gap_ev": 10.07,
  "max_force_ev_per_a": 3.27,
  "charge": 0
}

Number 1: total energy -471350.818 eV. Number 2: total energy -15123.153 eV. Number 3: total energy -24956.996 eV.